[1]
This record from the OMol25 dataset describes the molecule C4H6O2. The level of theory is wB97M-V/def2-TZVPD.

Structure (XYZ):
```
12
Properties=species:S:1:pos:R:3:forces:R:3
H -0.75470 -1.39938 -0.96043 -0.308 -0.240 -0.030
H -0.20718 -0.23498 1.52670 0.040 0.044 -0.123
C -0.32008 0.22069 0.54471 0.171 -0.091 -0.117
C -1.65159 0.06981 -0.12847 -0.059 0.328 0.110
H -1.77696 0.77781 -0.96149 0.063 -0.099 0.156
H 2.95172 0.40461 -0.36489 0.003 0.031 0.114
O 2.32212 -0.45658 1.34541 -0.004 0.335 -0.370
O -1.63950 -1.27527 -0.58760 -0.013 -0.118 -0.257
H -2.50703 0.16237 0.54532 0.180 0.043 -0.046
C 2.11838 0.16072 0.32267 0.142 -0.110 0.354
C 0.77285 0.55646 -0.14797 -0.246 -0.009 0.110
H 0.69197 1.01374 -1.13398 0.031 -0.114 0.100
```
Positions in Å, forces in eV/Å.

Its LUMO energy is -0.180 eV. The HOMO energy comes out at -10.16 eV. As for the total charge: 0. As for the SMILES: O=C/C=C/CO. The relative energy (zero: lowest compared OMol25 entry of this formula, charge and spin) is 40.6 kcal/mol.

***

[2]
This record from the OMol25 dataset describes a cluster of 2 separate species, C5H16NO2 in total. The level of theory is wB97M-V/def2-TZVPD.

Structure (XYZ):
```
24
Properties=species:S:1:pos:R:3:forces:R:3
H -1.33382 -1.66372 -1.35519 -0.794 0.726 0.210
H 0.86130 2.24551 0.01908 0.767 1.912 2.176
H 0.92940 0.21969 0.90366 -0.781 0.329 -0.424
H -1.72696 1.59325 1.61977 1.035 0.263 0.025
H -1.54942 2.04982 -0.16535 -0.146 0.578 0.344
C -1.11369 -0.07028 0.15794 -0.525 -1.453 -0.316
H -0.73000 -1.26778 3.21942 -1.227 -0.451 0.906
H -1.70117 -0.11679 -2.02234 0.075 0.982 -1.032
H 1.40508 1.46670 -1.29524 0.600 0.363 -0.666
H 3.19192 -0.76365 -1.06694 -0.273 -0.122 0.091
H 1.09198 -1.75408 -0.36731 0.896 -2.402 2.096
C -1.84582 -0.68517 -1.14440 3.047 -0.691 1.545
N 0.62752 1.62650 -0.67444 -1.079 -3.806 -1.559
O 0.08834 -1.10543 2.79881 1.391 0.575 -0.996
C 0.38503 0.17560 -0.07042 0.519 0.570 1.865
O 2.38969 -0.25318 -1.22818 0.657 -0.106 0.550
H -2.87221 -0.84361 -0.99563 -1.333 -0.176 0.421
H -0.23583 1.93374 -1.11263 0.417 0.083 -0.516
C -1.74434 1.29430 0.57708 -2.481 -2.356 0.059
H -1.18692 -0.97974 0.91277 0.154 2.484 -1.101
H 0.68266 -1.82715 3.00549 -0.042 -0.223 0.302
C 1.17259 -0.84887 -0.82768 -1.213 2.232 -3.941
H 0.66979 -1.11702 -1.77714 -0.045 0.441 0.128
H -2.83531 1.11471 0.47850 0.381 0.249 -0.166
```
Positions in Å, forces in eV/Å.

Its LUMO energy is -2.945 eV. The HOMO energy comes out at -14.62 eV. As for the total charge: +1. The relative energy (zero: lowest compared OMol25 entry of this formula, charge and spin) is 41.6 kcal/mol.

***

[3]
This record from the OMol25 dataset describes the molecule C4H4BrClO2S. The level of theory is wB97M-V/def2-TZVPD.

Structure (XYZ):
```
13
Properties=species:S:1:pos:R:3:forces:R:3
C 0.83805 0.15936 0.88921 1.642 3.173 -1.734
O -0.51186 -2.02134 -1.23467 0.661 0.102 0.164
S -1.07546 -0.83085 -0.67351 0.291 0.193 -0.036
H -1.32311 0.06730 1.41099 0.002 0.805 0.767
C 0.66390 1.11453 -0.33507 -2.336 -3.367 -2.857
H -0.51793 1.26126 -2.18242 -0.034 -1.180 0.767
O -2.49392 -0.70498 -0.81308 -0.381 0.447 0.638
C -0.46360 -0.48613 1.09535 -0.820 0.209 -2.515
C -0.29354 0.65036 -1.27322 2.797 2.629 2.127
H 1.31870 0.86865 1.55612 -0.717 -0.484 1.221
H -0.31215 -1.35728 1.60858 -0.230 -2.452 1.275
Cl 1.81522 2.34412 -0.63410 -0.418 -0.088 0.217
Br 2.35570 -1.06499 0.58582 -0.458 0.012 -0.034
```
Positions in Å, forces in eV/Å.

Its LUMO energy is -0.522 eV. The HOMO energy comes out at -10.18 eV. As for the total charge: 0. As for the SMILES: O=S1(=O)C=C(Cl)[C@H](Br)C1. The relative energy (zero: lowest compared OMol25 entry of this formula, charge and spin) is 0.0 kcal/mol.

***

[4]
This record from the OMol25 dataset describes a structure of composition C9H11N4. The level of theory is wB97M-V/def2-TZVPD.

Structure (XYZ):
```
24
Properties=species:S:1:pos:R:3:forces:R:3
C -2.87308 -0.74949 -0.71031 -1.662 -1.203 1.612
H 1.68679 -1.92285 -0.94040 -2.851 -2.549 -1.284
H 4.17763 -2.11454 -1.03293 2.235 -2.673 -0.750
C 0.98813 0.83164 -0.26240 0.672 -0.061 0.572
C -1.34503 1.09680 -0.91477 -0.120 0.194 0.637
H 0.09706 -1.74601 0.49297 0.260 0.486 0.225
H 0.59537 2.87391 -0.17488 1.630 -1.770 0.355
N 3.33671 0.64104 -0.05124 -1.422 1.758 1.604
C 2.34724 -1.25306 -0.63402 2.285 2.165 0.748
C 3.68041 -1.36162 -0.59840 -1.202 1.452 1.173
H -1.07792 2.11243 -1.40281 -0.593 -1.827 1.041
C -0.33033 0.30461 -0.26043 -2.460 -0.021 -2.077
C -0.62868 -1.03595 0.11598 -0.735 -0.483 -0.209
C -2.68281 0.58167 -0.97562 2.251 0.892 -1.161
H 0.97900 0.26905 2.32799 -1.421 -1.292 -0.991
H 2.30448 2.18632 -0.02995 0.599 0.977 -0.092
N 4.24129 -0.18916 -0.11596 0.364 -1.129 -1.583
N 2.08643 0.02885 -0.27594 1.258 -0.011 -0.082
C -1.89976 -1.57172 -0.05159 -0.458 0.600 -2.003
N 1.31058 2.07891 -0.14726 -2.419 1.978 -0.334
H 0.44567 -0.18457 1.89913 1.635 1.369 1.746
H -3.93255 -1.12011 -0.87815 1.594 0.120 0.167
H -3.46830 1.15772 -1.46304 0.240 -0.060 0.236
H -2.11528 -2.66094 0.02777 0.320 1.088 0.451
```
Positions in Å, forces in eV/Å.

Its LUMO energy is -5.118 eV. The HOMO energy comes out at -13.81 eV. As for the total charge: +1. The relative energy (zero: lowest compared OMol25 entry of this formula, charge and spin) is 85.7 kcal/mol.